A 2-piece molecular cluster, C3H10S overall in a non-equilibrium geometry, computed with the ωB97M-V functional and the def2-TZVPD basis.

Calculated values
Charge: 0
Energy relative to the best compared isomer or geometry (same formula, charge and spin) in kJ/mol: 20.58
Orbital gap in eV: 10.70
M in g mol⁻¹: 78.2
Total energy in a.u.: -518.46397

Structure (XYZ):
```
14
C3H10S, DFT the ωB97M-V functional and the def2-TZVPD basis
C 1.6278 -0.0344 0.0665
C 0.4268 -0.3496 0.9325
C -0.5328 0.7877 1.3054
H 1.3716 0.0629 -0.9981
H 2.3783 -0.8191 0.1038
H 2.0543 0.9487 0.2972
H 0.7812 -0.7394 1.8869
H -0.1119 -1.1760 0.4530
H -1.3556 0.2771 1.8091
H -0.0874 1.6204 1.8359
H -0.9453 1.2279 0.3886
S -1.3994 -0.9307 -2.8209
H -1.9802 -0.6338 -1.6595
H -2.2274 -0.2417 -3.6004
```